DFT (the ωB97M-V functional and the def2-TZVPD basis) results for C30H80AsF6FeN7O9 as an isolated structure at a distorted geometry.

F_max, eV/Å: 1.9
ΔE to the lowest compared entry with this formula, charge and spin, kcal per mole: 0.0
2S+1: 5
Total charge: 0

Structure (XYZ):
```
134
C30H80AsF6FeN7O9 (the ωB97M-V functional and the def2-TZVPD basis)
Fe -1.80 0.21 -2.78
C -0.01 -0.03 0.76
C -0.87 -0.08 -0.48
O -1.00 -1.09 -1.23
O -1.42 0.98 -0.89
H 0.72 -0.83 0.69
H -0.60 -0.21 1.66
H 0.57 0.88 0.85
As -5.52 -0.02 -1.84
F -3.81 0.18 -2.31
F -5.39 1.47 -0.89
F -7.14 -0.19 -1.24
F -5.58 -1.44 -2.85
F -4.89 -0.96 -0.51
F -6.02 0.95 -3.20
C -2.99 1.65 2.16
C -3.55 0.69 3.22
C -4.28 1.37 4.35
O -3.45 2.42 4.85
C -4.14 3.14 5.85
N -4.39 -0.37 2.65
H -2.14 2.19 2.58
H -3.72 2.31 1.69
H -2.63 1.01 1.35
H -2.63 0.29 3.67
H -4.52 0.69 5.18
H -5.26 1.76 4.03
H -4.58 2.42 6.55
H -4.92 3.80 5.46
H -3.43 3.72 6.43
H -5.25 0.08 2.34
H -3.98 -0.72 1.80
C -0.97 3.75 -5.08
C -1.02 2.26 -4.74
C 0.29 1.77 -4.10
O 0.15 0.43 -3.64
C 1.35 -0.24 -3.31
N -2.19 2.00 -3.84
H -1.36 4.42 -4.31
H -1.52 3.95 -6.00
H 0.05 4.07 -5.33
H -1.13 1.63 -5.63
H 0.56 2.42 -3.26
H 1.11 1.86 -4.82
H 1.90 0.22 -2.50
H 1.96 -0.37 -4.22
H 1.19 -1.29 -3.05
H -2.33 2.82 -3.26
H -3.01 2.00 -4.44
C -0.90 -5.22 6.36
C 0.11 -4.09 6.21
C -0.34 -3.00 5.27
O 0.75 -2.11 5.10
C 0.43 -1.03 4.26
N 0.39 -3.59 7.59
H -1.89 -4.84 6.65
H -0.63 -5.88 7.18
H -1.04 -5.84 5.47
H 1.07 -4.51 5.90
H -1.17 -2.46 5.75
H -0.62 -3.45 4.32
H -0.49 -0.48 4.48
H 0.28 -1.40 3.23
H 1.25 -0.32 4.24
H 1.03 -2.81 7.47
H -0.49 -3.18 7.90
C -0.77 7.80 0.19
C -1.99 6.88 0.13
C -1.62 5.44 0.42
O -0.95 4.90 -0.71
C 0.02 3.93 -0.40
N -2.97 7.38 1.14
H 0.08 7.49 -0.43
H -0.38 7.89 1.21
H -1.03 8.76 -0.24
H -2.49 6.96 -0.84
H -2.47 4.82 0.70
H -0.99 5.44 1.32
H 0.64 3.78 -1.28
H -0.38 2.99 -0.01
H 0.71 4.34 0.36
H -3.81 6.86 0.89
H -2.74 6.99 2.06
C 7.53 -1.91 -3.65
C 6.05 -1.55 -3.47
C 5.46 -2.11 -2.18
O 4.14 -1.68 -2.06
C 3.36 -2.41 -1.13
N 5.95 -0.06 -3.45
H 8.07 -1.56 -2.77
H 7.96 -1.42 -4.52
H 7.64 -2.99 -3.72
H 5.43 -1.88 -4.31
H 6.06 -1.76 -1.33
H 5.63 -3.19 -2.32
H 3.24 -3.45 -1.47
H 2.33 -2.06 -1.15
H 3.80 -2.41 -0.13
H 6.14 0.31 -4.37
H 4.95 0.12 -3.33
C 3.90 1.40 -0.21
C 5.26 1.22 0.46
C 5.29 0.00 1.39
O 4.20 -0.03 2.29
C 4.37 0.74 3.48
N 6.36 1.08 -0.50
H 3.84 2.31 -0.80
H 3.12 1.43 0.56
H 3.78 0.57 -0.91
H 5.54 2.08 1.08
H 6.28 -0.08 1.84
H 5.18 -0.94 0.83
H 5.39 0.80 3.87
H 3.80 0.28 4.29
H 4.01 1.74 3.22
H 6.38 1.96 -1.01
H 6.18 0.37 -1.20
C -3.72 -4.11 -2.39
C -2.36 -4.70 -2.80
C -2.42 -5.53 -4.05
O -1.30 -6.40 -4.15
C -1.56 -7.67 -3.62
N -1.48 -3.53 -2.97
H -3.67 -3.60 -1.43
H -4.52 -4.86 -2.32
H -4.01 -3.36 -3.11
H -2.06 -5.32 -1.94
H -2.51 -4.85 -4.90
H -3.32 -6.15 -4.03
H -1.44 -7.67 -2.53
H -0.88 -8.43 -4.02
H -2.56 -8.07 -3.83
H -1.18 -3.20 -2.06
H -0.59 -3.86 -3.35
```



DFT (the ωB97M-V functional and the def2-TZVPD basis) results for a 13-piece molecular cluster, C30H80B2F5O21S overall at a distorted geometry.

F_max, eV/Å: 9.1
ΔE to the lowest compared entry with this formula, charge and spin, kcal per mole: 308.7
2S+1: 1
Total charge: -1

Structure (XYZ):
```
139
C30H80B2F5O21S (the ωB97M-V functional and the def2-TZVPD basis)
C -1.54 -5.27 0.66
C -1.77 -4.38 1.83
C -0.77 -3.14 2.31
C -1.22 -1.67 1.76
C 0.25 -0.92 1.56
O 0.71 -0.92 0.14
C 2.13 -0.44 0.24
C 2.63 0.39 -1.08
O -1.70 -2.01 0.38
B -3.03 -1.45 0.10
C -4.35 -2.48 0.13
O -5.07 -2.55 -1.15
C -6.28 -3.36 -0.92
C -6.26 -4.73 -1.88
C -5.18 -5.83 -1.27
S -2.72 -0.57 -1.56
O -4.01 0.18 -1.99
O -1.65 0.55 -1.26
C -1.98 -1.66 -2.88
F -0.83 -2.49 -2.44
F -1.43 -0.72 -3.93
C -3.03 -2.64 -3.66
F -4.33 -2.01 -4.00
F -2.38 -2.98 -4.98
F -3.18 -3.98 -2.97
O -3.29 -0.63 1.30
C -2.43 -0.84 2.51
O -1.98 0.34 3.26
C -2.88 1.48 3.13
C -2.59 2.46 1.85
C -4.00 3.22 1.35
C -4.39 2.84 -0.22
B -3.39 -1.67 3.61
O -4.86 -1.41 3.46
O -2.88 -2.56 4.67
H -0.94 -5.00 -0.31
H -2.06 -6.34 0.68
H -2.75 -4.51 2.50
H -0.61 -3.20 3.48
H 0.30 -3.41 1.84
H 0.24 0.22 1.88
H 1.11 -1.42 2.19
H 2.32 0.24 1.18
H 2.79 -1.41 0.39
H 2.03 1.41 -1.26
H 2.57 -0.20 -2.10
H 3.77 0.74 -0.99
H -4.07 -3.57 0.48
H -5.13 -2.06 0.93
H -7.28 -2.76 -1.10
H -6.36 -3.76 0.21
H -7.32 -5.24 -1.94
H -5.96 -4.44 -2.99
H -4.14 -5.35 -1.01
H -5.06 -6.68 -2.07
H -5.64 -6.31 -0.28
H -4.02 1.22 3.11
H -2.72 2.15 4.10
H -2.19 1.88 0.92
H -1.88 3.33 2.21
H -4.94 2.86 1.99
H -3.94 4.39 1.51
H -5.14 3.60 -0.70
H -3.41 2.67 -0.83
H -4.97 1.80 -0.17
H -5.28 -2.32 3.35
H -3.28 -3.47 4.45
C -3.77 3.23 7.31
O -3.38 2.68 6.06
H -3.60 4.31 7.29
H -4.84 3.03 7.48
H -3.18 2.78 8.11
H -3.55 1.73 6.10
C 5.33 0.01 2.97
O 3.92 -0.14 2.96
H 5.79 -0.96 2.80
H 5.63 0.70 2.17
H 5.65 0.40 3.94
H 3.54 0.75 3.11
C -1.70 6.42 3.68
O -0.77 5.67 2.93
H -2.29 7.03 2.99
H -2.37 5.74 4.22
H -1.18 7.06 4.38
H -0.26 5.13 3.56
C 2.22 -3.70 4.85
O 3.22 -2.81 5.31
H 2.32 -4.65 5.37
H 1.23 -3.28 5.06
H 2.34 -3.86 3.78
H 3.11 -1.98 4.83
C 1.38 -1.33 -6.39
O 0.59 -0.15 -6.45
H 2.01 -1.38 -7.28
H 2.01 -1.30 -5.50
H 0.72 -2.20 -6.36
H 0.04 -0.13 -5.65
C 5.15 -1.51 -5.81
O 4.41 -0.53 -5.10
H 5.60 -2.21 -5.09
H 4.48 -2.07 -6.47
H 5.94 -1.03 -6.39
H 4.03 0.07 -5.76
C 7.61 1.07 -3.52
O 6.38 1.76 -3.37
H 8.33 1.45 -2.80
H 7.45 0.00 -3.34
H 7.99 1.22 -4.53
H 5.76 1.40 -4.03
C 1.18 4.25 -0.77
O 2.49 3.73 -0.92
H 0.53 3.47 -0.37
H 1.19 5.09 -0.08
H 0.80 4.56 -1.75
H 3.04 4.45 -1.28
C 6.97 2.72 5.13
O 5.56 2.57 5.12
H 7.43 1.74 4.96
H 7.27 3.40 4.34
H 7.28 3.10 6.11
H 5.18 3.45 5.28
C 8.13 3.57 -7.14
O 8.18 4.22 -5.88
H 8.64 4.19 -7.88
H 8.62 2.60 -7.07
H 7.08 3.44 -7.43
H 7.72 3.65 -5.24
C -6.33 0.80 5.72
O -6.27 1.44 6.98
H -5.82 1.42 4.98
H -5.83 -0.17 5.78
H -7.37 0.67 5.42
H -6.73 0.87 7.61
C 3.33 -0.37 -9.96
O 4.43 -0.03 -9.13
H 3.21 -1.45 -9.96
H 2.42 0.10 -9.57
H 3.53 -0.02 -10.98
H 4.51 0.94 -9.14
```